The following is a quantum chemistry calculation of a 7-piece molecular cluster, C27H47N3O13P overall, from the Open Molecules 2025 dataset.

Element x y z (Å)
C1 -0.63162 -7.83368 0.98960
N1 -0.25173 -7.32002 2.32377
C2 -0.35172 -6.00411 2.55220
N2 -1.28757 -5.22695 1.92983
N3 0.53014 -5.46791 3.40696
P1 -0.43311 -8.36529 3.83457
C3 -1.81816 -9.45270 3.33116
O1 -1.25430 -7.32464 4.80884
H1 -0.96306 -8.86396 1.03955
H2 0.25207 -7.80468 0.35272
H3 -1.40459 -7.23224 0.51985
H4 -2.19494 -5.23783 2.39014
H5 -1.00959 -4.24268 1.85588
H6 1.47834 -5.80938 3.40616
H7 0.23872 -4.81218 4.11528
H8 -2.46256 -9.52364 4.20940
H9 -2.40937 -9.11739 2.48095
H10 -1.42422 -10.44770 3.12602
H11 -2.18901 -7.24084 4.57196
O2 -1.47304 -2.39552 1.79120
C4 -0.52146 -1.65286 1.68396
O3 0.48673 -1.93187 0.85078
C5 1.52783 -0.92176 0.97681
C6 0.82411 0.29106 1.56128
C7 -0.26349 -0.35680 2.41521
H12 2.30423 -1.30928 1.63602
H13 1.95503 -0.74287 -0.00607
H14 1.49826 0.94451 2.11012
H15 0.36732 0.87990 0.76786
H16 0.07750 -0.59621 3.42501
H17 -1.17795 0.22759 2.48209
O4 -0.32720 2.73152 -0.62936
C8 -1.21572 2.13643 -1.16992
O5 -2.32697 2.74375 -1.62682
C9 -3.25841 1.77295 -2.14157
C10 -2.41238 0.54742 -2.47561
C11 -1.30565 0.64393 -1.42798
H18 -3.99757 1.56767 -1.36465
H19 -3.76061 2.20767 -3.00109
H20 -2.97935 -0.38037 -2.44958
H21 -1.98437 0.65479 -3.47248
H22 -1.57839 0.15067 -0.49188
H23 -0.34676 0.26436 -1.77257
O6 1.42204 9.27328 -1.08719
C12 0.83165 8.22956 -1.05147
O7 1.45068 7.05066 -1.26769
C13 0.48660 5.98133 -1.31011
C14 -0.72079 6.50363 -0.54039
C15 -0.64827 7.99973 -0.83397
H24 0.25129 5.77948 -2.35668
H25 0.92789 5.09519 -0.86344
H26 -1.65014 6.02925 -0.84739
H27 -0.58461 6.32500 0.52759
H28 -1.15588 8.26049 -1.76401
H29 -1.01517 8.63254 -0.02995
O8 -5.22339 -6.87846 -2.74226
C16 -4.88843 -6.21984 -1.80852
O9 -3.81126 -5.38803 -1.85034
C17 -3.57373 -4.80797 -0.56179
C18 -4.91086 -4.89174 0.17037
C19 -5.51157 -6.16304 -0.42328
H30 -2.79170 -5.38653 -0.06921
H31 -3.22112 -3.78785 -0.69628
H32 -4.80693 -4.90699 1.25501
H33 -5.52857 -4.03288 -0.09194
H34 -5.20632 -7.06059 0.11882
H35 -6.59483 -6.14860 -0.49922
O10 -0.11009 7.99132 -4.04279
C20 0.78968 8.66086 -4.47033
O11 1.69041 8.17144 -5.35199
C21 2.71989 9.14621 -5.60411
C22 2.09947 10.49225 -5.24333
C23 1.13547 10.09258 -4.12992
H36 3.57471 8.90498 -4.96918
H37 3.01808 9.06467 -6.64639
H38 2.84017 11.23321 -4.95162
H39 1.54311 10.88612 -6.09529
H40 1.60881 10.08572 -3.14747
H41 0.23544 10.70036 -4.08981
O12 4.66054 1.72271 2.91629
C24 5.23115 0.70217 2.68594
O13 4.54784 -0.45882 2.45726
C25 5.46479 -1.55641 2.30750
C26 6.79141 -0.91828 1.90740
C27 6.71938 0.43059 2.61921
H42 5.52956 -2.08297 3.26268
H43 5.07026 -2.23417 1.55262
H44 7.65212 -1.52468 2.17936
H45 6.81376 -0.76322 0.82820
H46 7.09868 0.38151 3.64135
H47 7.22337 1.23536 2.09213

The value obtained for the orbital gap is 7.44 eV. Its total charge is +1. Its spin multiplicity is 1.

***

The following is a quantum chemistry calculation of a 3-piece molecular cluster, C27H47N3O7S overall, from the Open Molecules 2025 dataset.

Element x y z (Å)
C1 -2.92674 6.04118 0.94222
C2 -1.28853 5.90204 0.72489
O1 -0.90402 4.51847 0.36264
C3 -0.51604 3.75304 1.56574
C4 0.42892 2.44480 1.13122
O2 0.78418 1.77470 2.39172
C5 2.21359 1.43487 2.46455
C6 2.52828 -0.17431 2.14586
O3 1.30682 -0.93266 1.78794
C7 1.54795 -2.38704 1.82615
C8 1.29681 -3.11291 0.34147
C9 0.88023 -2.28594 -1.02301
C10 0.67915 -3.02128 -2.51168
O4 0.34976 -2.16612 -3.66255
C11 -0.64827 -2.78050 -4.55186
C12 -1.16581 -1.58793 -5.57442
N1 -2.26373 -0.77694 -4.92019
C13 -2.45015 0.48280 -5.73715
C14 -3.99164 0.57419 -6.28983
C15 -4.85082 1.44288 -5.19414
O5 -3.92807 1.28933 -7.59942
C16 0.91922 -4.64606 -2.53744
N2 0.84624 -5.55209 -3.74654
S1 1.21606 -7.15969 -3.17273
N3 1.51096 -7.01251 -1.45197
C17 1.32597 -5.52876 -1.20952
C18 1.51754 -4.76727 0.23307
C19 1.97332 -5.68740 1.54934
H1 -3.15848 6.63692 1.93780
H2 -3.43782 4.97727 0.91116
H3 -3.35284 6.66853 0.04061
H4 -1.00377 6.57861 -0.19527
H5 -0.70957 6.31757 1.65998
H6 -1.47882 3.27461 2.06458
H7 0.03225 4.38393 2.38728
H8 1.33586 2.84301 0.50813
H9 -0.24150 1.69967 0.48368
H10 2.54167 1.60824 3.59318
H11 2.91882 2.10674 1.81388
H12 3.21444 -0.15234 1.17031
H13 3.10025 -0.60044 3.07762
H14 2.65596 -2.55729 2.19971
H15 0.82930 -2.82636 2.66109
H16 0.76096 -1.10697 -0.90796
H17 -1.51023 -3.35677 -4.00969
H18 -0.07523 -3.57386 -5.23456
H19 -0.22654 -0.87010 -5.73139
H20 -1.45028 -2.02771 -6.62411
H21 -3.10618 -1.39613 -4.93278
H22 -2.10822 1.43164 -5.12720
H23 -1.73357 0.41810 -6.68739
H24 -4.39440 -0.50839 -6.49062
H25 -4.27067 1.53519 -4.17342
H26 -5.90518 0.89704 -5.07691
H27 -4.97906 2.52897 -5.64107
H28 -3.09739 1.86762 -7.63803
H29 3.00616 -6.18333 1.22547
H30 1.19788 -6.53165 1.79839
H31 2.24675 -5.00777 2.49071
C20 2.04646 -9.64657 5.55791
C21 1.55208 -10.49435 4.41441
C22 1.16658 -9.45014 3.38940
O6 2.03542 -8.32717 3.59232
C23 2.72946 -8.50653 4.83465
H32 2.71296 -10.17730 6.24244
H33 1.19420 -9.26669 6.13383
H34 2.37216 -11.11148 4.02880
H35 0.72382 -11.15506 4.68266
H36 0.13719 -9.10749 3.53880
H37 1.26793 -9.81321 2.36257
H38 3.77156 -8.75186 4.60255
H39 2.70931 -7.57456 5.40624
C24 0.99792 10.91568 1.74491
C25 -0.36625 11.11890 1.13790
C26 -0.86294 9.69709 0.99161
O7 -0.26432 8.93622 2.04983
C27 0.76593 9.72956 2.65517
H40 1.37791 11.79232 2.27556
H41 1.71717 10.65020 0.96099
H42 -1.00598 11.66785 1.83896
H43 -0.34956 11.66456 0.19106
H44 -0.54016 9.25909 0.04118
H45 -1.95242 9.62483 1.05698
H46 0.40631 10.04933 3.63928
H47 1.66555 9.12332 2.79243

The energy above the lowest of the compared OMol25 structures with the same formula, charge and spin is 7.257 eV. Its SMILES is CCOCCOCCOCc1cc(OCCNC[C@@H](C)O)c2nsnc2c1C.C1CCOC1.C1CCOC1. The value obtained for the orbital gap is 6.47 eV. Its spin multiplicity is 1.

***

The following is a quantum chemistry calculation of C27H47N5PrSSi as an isolated structure, from the Open Molecules 2025 dataset.

Element x y z (Å)
Pr1 -0.33370 -0.94875 0.43143
C1 -2.55372 -3.72515 0.42656
C2 -1.86239 -4.08167 1.72411
N1 -1.05742 -2.96173 2.26415
C3 0.13423 -3.41874 3.00218
C4 1.18175 -4.10421 2.11912
S1 1.40049 -3.44578 0.43569
C5 0.39486 -4.58191 -0.58841
C6 -0.78499 -3.96170 -1.33003
N2 -1.66065 -3.06945 -0.54236
H1 -3.36559 -3.02811 0.63169
H2 -3.00420 -4.62265 -0.00411
H3 -1.20678 -4.93305 1.57484
H4 -2.61161 -4.39936 2.44567
H5 -1.62997 -2.45895 2.92209
H6 -0.12706 -4.12196 3.79217
H7 0.56866 -2.54958 3.49435
H8 0.98425 -5.16730 2.00120
H9 2.15620 -4.03634 2.59953
H10 0.09582 -5.40249 0.05870
H11 1.07410 -4.99889 -1.32606
H12 -1.36046 -4.78122 -1.76419
H13 -0.41006 -3.37096 -2.16404
H14 -2.27177 -2.64861 -1.22685
C7 -1.29718 1.10163 1.42200
Si1 -1.38025 2.09568 -0.17578
C8 0.43125 2.04683 -0.78927
N3 1.03201 0.69115 -1.07950
C9 2.52384 0.77456 -1.10564
C10 3.07039 1.31595 -2.41517
C11 2.71801 0.35776 -3.57961
C12 1.58307 -0.59010 -3.17692
C13 0.52513 0.15553 -2.38406
C14 -1.95559 3.81038 -0.01852
C15 -3.10769 4.24659 -0.68100
C16 -3.55592 5.54973 -0.51078
C17 -2.86860 6.41897 0.33207
C18 -1.72856 5.99263 1.01045
C19 -1.27893 4.69222 0.84220
C20 -2.33775 1.10250 -1.43717
C21 -2.97305 -0.10531 -1.12707
C22 -3.64605 -0.85036 -2.09659
C23 -3.68360 -0.39746 -3.40462
C24 -3.07428 0.81707 -3.73610
C25 -2.41464 1.55492 -2.76472
H15 -2.29135 0.93897 1.86602
H16 -0.70553 1.66138 2.16445
H17 1.02616 2.50122 0.01441
H18 0.55040 2.70440 -1.66209
H19 2.93433 -0.22070 -0.91874
H20 2.81942 1.41160 -0.27252
H21 4.15121 1.44451 -2.32082
H22 2.66233 2.31360 -2.59007
H23 3.59002 -0.22399 -3.88275
H24 2.40994 0.93229 -4.45464
H25 1.97169 -1.43461 -2.59510
H26 1.10302 -1.01941 -4.05951
H27 -0.32187 -0.51748 -2.21745
H28 0.13536 0.97517 -2.97897
H29 -3.65908 3.57764 -1.33669
H30 -4.44250 5.88813 -1.03684
H31 -3.22906 7.43329 0.46961
H32 -1.19553 6.67601 1.66520
H33 -0.38110 4.37060 1.37555
H34 -3.06583 -0.40476 -0.09072
H35 -4.19507 -1.75085 -1.82638
H36 -4.21934 -0.96385 -4.16011
H37 -3.13605 1.19210 -4.75278
H38 -1.95650 2.50555 -3.04278
N4 5.33727 1.32953 3.71464
C26 3.88328 0.89340 3.83209
C27 3.30822 0.46439 2.48242
N5 1.88926 0.08146 2.58950
H39 5.72370 1.57270 4.62192
H40 5.44565 2.14587 3.12259
H41 5.92789 0.59808 3.33093
H42 3.33929 1.73447 4.24529
H43 3.86381 0.08391 4.55376
H44 3.87482 -0.37784 2.08636
H45 3.39878 1.28018 1.76652
H46 1.33461 0.86760 2.88974
H47 1.78673 -0.62687 3.30629

The energy above the lowest of the compared OMol25 structures with the same formula, charge and spin is 0.371 eV. The value obtained for the orbital gap (spin up / spin down) is 7.12 / 7.37 eV. Its total charge is +3. Its spin multiplicity is 3.

***

The following is a quantum chemistry calculation of C27H48ClFeO2P as an isolated structure, from the Open Molecules 2025 dataset.

Element x y z (Å)
Fe1 0.60595 -1.45549 1.15104
Cl1 2.39943 -2.62486 1.45369
P1 0.32961 -0.04996 -0.55938
C1 -0.79590 -2.66930 1.50469
H1 -1.72790 -2.40645 0.98460
H2 -0.49479 -3.72171 1.42902
C2 -0.31058 1.68980 -0.38199
C3 -0.23611 -0.81956 -2.15521
C4 -1.82303 1.77215 -0.55111
H3 -0.08074 1.93192 0.67344
C5 -2.32495 3.17883 -0.23190
H4 -2.10893 1.51004 -1.58067
H5 -2.34927 1.03214 0.10358
C6 -1.60295 4.26250 -1.04288
H6 -3.40424 3.20974 -0.41589
H7 -2.17620 3.35519 0.84069
C7 -0.07584 4.12951 -0.99091
H8 -1.92504 4.18998 -2.08987
H9 -1.89681 5.25416 -0.67955
C8 0.40439 2.70764 -1.28338
H10 0.39439 4.81223 -1.70884
H11 0.27984 4.41877 0.00663
H12 0.19972 2.46525 -2.33641
H13 1.49264 2.65516 -1.15810
C9 2.20586 0.06533 -0.60245
C10 -0.30145 0.15639 -3.33668
H14 0.54626 -1.57376 -2.36771
C11 -0.58337 -0.61001 -4.63304
H15 -1.10290 0.88992 -3.16704
H16 0.63529 0.72111 -3.44776
C12 -1.84901 -1.46957 -4.54119
H17 -0.66669 0.10701 -5.45887
H18 0.27974 -1.25435 -4.84697
C13 -1.90251 -2.34241 -3.28034
H19 -2.72391 -0.80675 -4.55485
H20 -1.91623 -2.10881 -5.42896
C14 -1.56174 -1.57807 -1.99357
H21 -2.89246 -2.79846 -3.17697
H22 -1.18113 -3.16276 -3.38348
H23 -2.37476 -0.88863 -1.72089
H24 -1.49620 -2.27582 -1.14597
C15 2.75037 0.97752 0.50468
H25 2.52007 -0.96873 -0.34581
C16 4.27622 0.85133 0.58758
H26 2.47573 2.02210 0.31009
H27 2.32460 0.71674 1.48737
C17 4.96090 1.08866 -0.76995
H28 4.66083 1.56240 1.33048
H29 4.51930 -0.15993 0.94579
C18 4.34090 0.28452 -1.91890
H30 4.90269 2.15869 -1.01297
H31 6.02587 0.84231 -0.68556
C19 2.80707 0.38059 -1.96969
H32 4.74677 0.62427 -2.88011
H33 4.60787 -0.77551 -1.80476
H34 2.51926 1.39575 -2.28480
H35 2.42720 -0.31131 -2.73678
C20 -0.20444 -0.65912 2.73631
C21 -0.73324 -2.05813 2.93650
H36 -0.88183 -0.00350 2.13833
C22 0.07510 -2.92766 3.92252
H37 -1.76326 -1.97120 3.32460
C23 0.60551 -2.17920 5.14318
H38 -0.54884 -3.78025 4.22496
H39 0.93276 -3.34783 3.37935
C24 1.33411 -0.88285 4.75916
H40 -0.23888 -1.92367 5.79938
H41 1.27201 -2.83662 5.71724
C25 0.39148 0.01895 3.93380
H42 1.62218 -0.35844 5.67782
H43 2.26591 -1.09330 4.21231
H44 -0.45007 0.28838 4.59783
H45 0.87952 0.96309 3.64286
C26 -4.78872 -1.66490 1.73760
C27 -4.08044 -0.36966 1.41368
O1 -4.42627 0.66160 2.03298
O2 -3.15170 -0.46993 0.51778
H46 -5.78715 -1.48544 2.14054
H47 -4.21921 -2.20405 2.50592
H48 -4.85766 -2.30374 0.85412

The energy above the lowest of the compared OMol25 structures with the same formula, charge and spin is 0.000 eV. The value obtained for the orbital gap (spin up / spin down) is 6.48 / 7.43 eV. Its total charge is -1. Its spin multiplicity is 6.

***

The following is a quantum chemistry calculation of C27H48N5PV as an isolated structure, from the Open Molecules 2025 dataset.

Element x y z (Å)
V1 -0.14055 -0.26594 0.62335
C1 5.20397 -2.38591 0.16502
C2 5.25700 -1.25132 -0.64135
C3 4.17561 -0.39874 -0.72924
C4 3.01599 -0.69820 -0.00128
C5 2.96187 -1.82977 0.81274
C6 4.05780 -2.66896 0.89816
N1 1.89214 0.17100 -0.04785
N2 2.11775 1.29745 -0.52714
C7 1.06303 2.20556 -0.50059
C8 1.31302 3.50278 -0.90899
C9 0.28378 4.42814 -0.80352
C10 -0.92664 4.01302 -0.26462
C11 -1.07981 2.69305 0.12395
N3 -0.11111 1.77397 -0.00531
H1 6.05851 -3.04659 0.21785
H2 6.15044 -1.03528 -1.21055
H3 4.22256 0.46585 -1.37396
H4 2.08508 -2.02354 1.41207
H5 4.02034 -3.54345 1.53392
H6 2.28940 3.75839 -1.29390
H7 0.42704 5.45194 -1.12173
H8 -1.75075 4.70048 -0.13811
H9 -2.01295 2.38625 0.57376
C12 -0.14720 -2.03623 6.00678
C13 -0.41792 -1.88477 4.49745
C14 0.40322 -2.92869 3.72348
C15 -1.90288 -2.17269 4.23139
P1 0.00626 -0.15952 3.94276
N4 0.01175 -0.20691 2.22160
C16 -1.32152 1.09880 4.32859
C17 -0.79609 2.51157 4.02416
C18 -2.57311 0.89386 3.46664
C19 -1.72308 1.02302 5.81306
C20 1.72282 0.41457 4.41838
C21 2.71173 -0.75618 4.34048
C22 1.71597 0.94685 5.86351
C23 2.23160 1.51289 3.47037
H10 -0.48740 -3.03312 6.29149
H11 -0.69578 -1.32232 6.61696
H12 0.90982 -1.97679 6.25172
H13 -0.09002 -3.89314 3.84034
H14 1.41688 -3.03340 4.09427
H15 0.43688 -2.70166 2.65721
H16 -2.07860 -3.21993 4.47617
H17 -2.17800 -2.03168 3.18230
H18 -2.56743 -1.58572 4.85868
H19 -0.44012 2.60819 2.99611
H20 -0.00988 2.82781 4.70199
H21 -1.62786 3.20392 4.15687
H22 -2.31911 0.90371 2.40678
H23 -3.23587 1.73902 3.65521
H24 -3.12887 -0.00920 3.69183
H25 -0.87731 1.12466 6.48947
H26 -2.26410 0.11096 6.05381
H27 -2.39605 1.85841 6.01099
H28 2.54637 -1.49756 5.11709
H29 3.70794 -0.34387 4.50242
H30 2.71445 -1.23914 3.36698
H31 1.33640 0.22366 6.58317
H32 1.16573 1.87791 5.97129
H33 2.75283 1.15309 6.13234
H34 2.21250 1.19573 2.42719
H35 3.27379 1.69638 3.73197
H36 1.70322 2.45476 3.57062
N5 -2.26228 -0.05642 -0.00074
H37 -2.86672 0.49950 0.60118
H38 -2.75607 -0.94510 -0.09778
H39 -2.32333 0.38128 -0.92214
C24 1.13658 -3.91056 -1.29761
C25 0.33794 -3.55315 -0.04394
C26 -1.00784 -4.29162 0.00447
C27 0.05122 -2.07647 -0.00578
H40 1.42280 -4.96034 -1.26890
H41 2.04722 -3.31784 -1.37874
H42 0.53549 -3.75664 -2.19589
H43 0.91179 -3.82472 0.84593
H44 -1.63615 -4.02600 -0.84763
H45 -1.55308 -4.09252 0.93053
H46 -0.82963 -5.36490 -0.04953
H47 -0.83207 -1.92912 0.74074
H48 -0.23759 -1.71842 -1.02132

The energy above the lowest of the compared OMol25 structures with the same formula, charge and spin is 0.000 eV. The value obtained for the orbital gap is 6.73 eV. Its total charge is +3. Its spin multiplicity is 1.

***

| no. | maximum force (eV Å⁻¹) |
| --- | --- |
| 1 | 1.12 |
| 2 | 6.59 |
| 3 | 1.06 |
| 4 | 2.28 |
| 5 | 0.68 |